# 1
Density functional theory data (ωB97M-V with the def2-TZVPD basis set) for an isolated molecule of C2H4N2S3 at a distorted geometry.

Each line ends with the Mulliken charge.
Cartesian coordinates (Å):
S: 1.47 1.51 0.75  -0.256
C: 0.04 0.46 0.44  0.382
C: 0.26 -0.91 0.10  -0.376
N: -0.91 -1.60 -0.03  -0.247
S: -2.13 -0.67 0.76  0.027
N: -1.25 0.79 0.73  -0.230
S: -1.71 2.18 -0.56  -0.172
H: 2.37 0.53 0.97  0.140
H: 1.21 -1.29 -0.37  0.315
H: -1.21 -2.15 -0.80  0.262
H: -1.39 3.16 0.29  0.155

As for the SMILES: SC1=CNSN1S. The total energy comes out at -37621.65790 eV. The LUMO energy comes out at 0.134 eV. The value obtained for the HOMO energy is -7.4 eV. For the energy relative to the best compared isomer or geometry (same formula, charge and spin), the calculation gives 63.8 kcal/mol. The calculation puts the frontier orbital gap at 7.50 eV. The value obtained for the strongest force on any atom is 5.9 eV/A.

***

# 2
Density functional theory data (ωB97M-V with the def2-TZVPD basis set) for an isolated molecule of C2H4N2S3 at a distorted geometry.

Each line ends with the Mulliken charge.
Cartesian coordinates (Å):
C: -1.67 0.65 0.36  -0.089
C: 0.30 -0.77 -0.73  0.022
N: -0.88 1.09 1.22  0.027
N: 0.35 0.84 1.50  -0.481
S: -1.15 -0.01 -1.21  -0.006
S: 0.18 -2.31 0.16  -0.148
S: 1.79 -0.39 -1.57  -0.162
H: -2.72 1.06 0.42  0.340
H: 0.87 1.73 1.57  0.221
H: 1.36 -2.88 -0.19  0.124
H: 1.54 1.00 -1.53  0.150

The total energy comes out at -37620.59166 eV. The LUMO energy (spin up / spin down) comes out at -0.473 / -0.187 eV. The value obtained for the HOMO energy (spin up / spin down) is -8.1 / -7.5 eV. For the energy relative to the best compared isomer or geometry (same formula, charge and spin), the calculation gives 88.4 kcal/mol. The calculation puts the frontier orbital gap (spin up / spin down) at 7.66 / 7.28 eV. The value obtained for the strongest force on any atom is 2.3 eV/A.

***

# 3
Density functional theory data (ωB97M-V with the def2-TZVPD basis set) for an isolated molecule of C2H4N2S3 at a distorted geometry.

Each line ends with the Mulliken charge.
Cartesian coordinates (Å):
C: -1.93 0.33 1.07  0.283
C: 0.60 -0.45 1.16  -0.203
N: -1.21 1.12 0.31  -0.424
N: 0.24 -0.17 -0.21  -0.287
S: -3.49 0.60 1.41  -0.287
S: -0.91 -0.78 2.04  -0.060
S: -0.46 -1.20 -1.25  -0.017
H: 1.25 -1.44 1.33  0.276
H: 1.14 0.48 1.54  0.256
H: -1.60 1.31 -0.65  0.309
H: 0.33 -0.99 -2.29  0.152

The total energy comes out at -37621.03387 eV. The LUMO energy comes out at -1.214 eV. The value obtained for the HOMO energy is -8.6 eV. For the energy relative to the best compared isomer or geometry (same formula, charge and spin), the calculation gives 78.2 kcal/mol. The calculation puts the frontier orbital gap at 7.37 eV. The value obtained for the strongest force on any atom is 4.6 eV/A.

***

# 4
Density functional theory data (ωB97M-V with the def2-TZVPD basis set) for a cluster of 2 separate species, C2H4N3 in total at a distorted geometry.

Each line ends with the Mulliken charge.
Cartesian coordinates (Å):
C: 1.74 -0.28 0.47  -0.126
C: -0.85 0.06 -0.23  -0.097
N: -0.53 1.32 -0.86  0.165
N: -0.15 1.23 0.27  -0.139
N: 2.13 -0.76 1.45  -0.124
H: -1.79 -0.03 0.18  0.314
H: -0.19 -0.70 -0.52  0.328
H: -0.53 2.06 -1.64  0.355
H: 2.47 -1.40 2.17  0.323

The total energy comes out at -6596.61985 eV. The LUMO energy comes out at -6.261 eV. The value obtained for the HOMO energy is -16.3 eV. For the energy relative to the best compared isomer or geometry (same formula, charge and spin), the calculation gives 111.8 kcal/mol. As for the net charge: +1. The calculation puts the frontier orbital gap at 10.07 eV. The value obtained for the strongest force on any atom is 2.7 eV/A.

***

# 5
Density functional theory data (ωB97M-V with the def2-TZVPD basis set) for the ion C2H4N3O with charge +1 at a distorted geometry.

Each line ends with the Mulliken charge.
Cartesian coordinates (Å):
C: 1.01 -1.34 0.45  0.081
C: -0.60 0.62 -0.14  -0.268
N: 1.38 -0.51 -0.32  -0.164
N: -0.94 -0.44 0.61  -0.405
N: 0.71 0.55 -0.67  0.702
O: 1.19 1.36 -1.47  -0.438
H: 1.00 -2.18 1.05  0.431
H: -1.23 0.70 -1.10  0.347
H: -0.86 1.61 0.25  0.425
H: -1.65 -0.35 1.34  0.288

The total energy comes out at -8641.83238 eV. The LUMO energy (spin up / spin down) comes out at -7.473 / -6.342 eV. The value obtained for the HOMO energy (spin up / spin down) is -14.6 / -16.2 eV. For the energy relative to the best compared isomer or geometry (same formula, charge and spin), the calculation gives 163.3 kcal/mol. As for the net charge: +1. The calculation puts the frontier orbital gap (spin up / spin down) at 7.08 / 9.82 eV. The value obtained for the strongest force on any atom is 3.9 eV/A.

***

# 6
Density functional theory data (ωB97M-V with the def2-TZVPD basis set) for a cluster of 2 separate species, C2H4N3O in total at a distorted geometry.

Each line ends with the Mulliken charge.
Cartesian coordinates (Å):
C: 0.13 -2.01 0.49  0.118
C: -0.94 0.95 -0.32  -0.508
N: 0.09 -1.80 -0.63  -0.357
N: 1.47 0.74 0.02  0.766
N: 0.36 0.54 -0.03  0.103
O: 2.59 0.72 0.15  -0.381
H: 0.13 -2.28 1.51  0.311
H: -1.04 1.11 -1.40  0.347
H: -1.63 0.17 -0.01  0.267
H: -1.17 1.88 0.22  0.333

The total energy comes out at -8644.24179 eV. The LUMO energy comes out at -5.556 eV. The value obtained for the HOMO energy is -17.0 eV. For the energy relative to the best compared isomer or geometry (same formula, charge and spin), the calculation gives 107.8 kcal/mol. As for the net charge: +1. The calculation puts the frontier orbital gap at 11.49 eV. The value obtained for the strongest force on any atom is 2.7 eV/A.

***

# 7
Density functional theory data (ωB97M-V with the def2-TZVPD basis set) for the ion C2H4N3S with charge +1 at a distorted geometry.

Each line ends with the Mulliken charge.
Cartesian coordinates (Å):
C: 1.92 0.96 0.04  0.061
C: 0.15 -1.11 -0.06  0.163
N: 1.04 1.70 -0.28  -0.262
N: -0.66 -0.10 -0.12  0.007
N: -1.96 0.06 -0.03  -0.406
S: 1.81 -0.88 -0.03  0.039
H: 2.94 1.23 0.22  0.410
H: -0.28 -2.07 0.06  0.440
H: -2.20 0.49 0.80  0.261
H: -2.76 -0.28 -0.60  0.286

The total energy comes out at -17432.42976 eV. The LUMO energy (spin up / spin down) comes out at -6.756 / -5.888 eV. The value obtained for the HOMO energy (spin up / spin down) is -14.4 / -14.7 eV. For the energy relative to the best compared isomer or geometry (same formula, charge and spin), the calculation gives 76.3 kcal/mol. As for the net charge: +1. The calculation puts the frontier orbital gap (spin up / spin down) at 7.66 / 8.82 eV. The value obtained for the strongest force on any atom is 3.1 eV/A.

***

# 8
Density functional theory data (ωB97M-V with the def2-TZVPD basis set) for a cluster of 2 separate species, C2H4N3S2 in total at a distorted geometry.

Each line ends with the Mulliken charge.
Cartesian coordinates (Å):
C: 0.27 1.54 -0.34  -0.014
C: -0.92 -0.19 -0.55  -0.160
N: 1.08 0.50 -0.35  -0.513
N: 0.27 -0.56 -0.45  0.406
N: -1.02 1.21 -0.50  -0.066
S: 1.95 -3.06 -0.62  -0.055
S: 0.44 -2.24 0.34  0.170
H: 0.67 2.58 -0.34  0.368
H: -1.73 1.91 -0.60  0.228
H: 2.90 -3.31 0.25  0.222
H: -1.86 -1.35 -0.99  0.414

The total energy comes out at -28269.02969 eV. The LUMO energy comes out at -4.832 eV. The value obtained for the HOMO energy is -13.9 eV. For the energy relative to the best compared isomer or geometry (same formula, charge and spin), the calculation gives 0.0 kcal/mol. As for the net charge: +1. The calculation puts the frontier orbital gap at 9.07 eV. The value obtained for the strongest force on any atom is 9.3 eV/A.

***

# 9
Density functional theory data (ωB97M-V with the def2-TZVPD basis set) for an isolated molecule of C2H4N4 at a distorted geometry.

Each line ends with the Mulliken charge.
Cartesian coordinates (Å):
N: -1.55 0.10 0.19  -0.482
C: -0.21 -0.20 0.01  0.801
C: 0.71 0.92 0.21  -0.563
N: 1.93 0.51 0.08  0.429
N: 2.68 -0.34 -0.14  -0.459
N: 0.31 -1.35 -0.25  -0.686
H: -2.19 -0.54 -0.26  0.240
H: -1.81 1.06 0.03  0.227
H: 0.48 1.95 0.49  0.289
H: -0.37 -2.10 -0.36  0.204

The total energy comes out at -8097.28671 eV. The LUMO energy comes out at 0.509 eV. The value obtained for the HOMO energy is -8.5 eV. For the energy relative to the best compared isomer or geometry (same formula, charge and spin), the calculation gives 46.8 kcal/mol. The calculation puts the frontier orbital gap at 9.04 eV. The value obtained for the strongest force on any atom is 3.1 eV/A.

***

# 10
Density functional theory data (ωB97M-V with the def2-TZVPD basis set) for an isolated molecule of C2H4N4.

Each line ends with the Mulliken charge.
Cartesian coordinates (Å):
C: 0.45 0.77 1.02  -0.737
N: 0.36 -0.03 -0.20  0.334
C: -0.38 -1.15 -0.29  0.005
N: -0.94 -1.21 -1.47  -0.327
N: -0.52 -0.09 -2.12  -0.285
N: 0.22 0.63 -1.37  -0.295
H: -0.58 0.89 1.36  0.313
H: 0.87 1.74 0.75  0.318
H: 1.05 0.27 1.78  0.265
H: -0.52 -1.83 0.54  0.410

As for the SMILES: Cn1cnnn1. The total energy comes out at -8097.54226 eV. The LUMO energy comes out at 0.641 eV. The value obtained for the HOMO energy is -10.9 eV. For the energy relative to the best compared isomer or geometry (same formula, charge and spin), the calculation gives 40.9 kcal/mol. The calculation puts the frontier orbital gap at 11.56 eV. The value obtained for the strongest force on any atom is 0.5 eV/A.

***

Question: Which of these has the lowest energy relative to the best compared isomer or geometry (same formula, charge and spin)?
Answer: C2H4N3S2

***

Question: Number 8 is which compound?
Answer: C2H4N3S2

***

Question: energy relative to the best compared isomer or geometry (same formula, charge and spin) of number 4 (C2H4N3)?
Answer: 111.8 kcal/mol

***

Question: What is the formula in the tenth record?
Answer: C2H4N4